Arrangement 1

Here is C4H7FN2O in the gas phase from the OMol25 dataset. Energies are from ωB97M-V with the def2-TZVPD basis set.

Geometry as ORCA input:
```
! wB97M-V def2-TZVPD RIJCOSX def2/J DEFGRID3
* xyz 0 1
C 1.13 0.01 1.92
C -0.31 -0.37 0.12
C -0.25 0.93 -2.04
C -0.93 -1.38 0.76
H 1.99 0.68 2.13
H 1.53 -0.98 1.97
H 0.30 0.16 2.65
H -1.44 -0.59 -1.50
H -0.85 0.95 -2.94
H 0.84 2.37 -2.58
H -0.73 -1.80 1.76
N -0.72 -0.04 -1.17
N 0.70 1.74 -1.79
O 0.69 0.33 0.62
F -1.94 -2.03 0.09
*
```

Values from the calculation:
Highest occupied orbital energy   -8.084 eV
SMILES   [H]/N=C/N/C(=C\F)OC
LUMO energy   0.903 eV



Arrangement 2

Here is a molecular structure, C4H7FN2O from the OMol25 dataset. Energies are from ωB97M-V with the def2-TZVPD basis set.

Geometry as ORCA input:
```
! wB97M-V def2-TZVPD RIJCOSX def2/J DEFGRID3
* xyz 0 1
C 1.10 1.10 -0.52
C 0.77 -1.24 -0.09
C -0.43 -1.54 0.82
C -1.10 -0.24 0.45
H -0.89 3.37 -0.39
H 2.30 1.17 -0.87
H 1.84 -1.61 -0.02
H 0.62 -1.46 -1.18
H -0.16 -1.47 1.92
H -1.23 -0.53 -0.85
H -1.71 0.58 0.89
N 0.51 2.25 -0.80
N 0.56 0.27 0.40
O -0.98 2.16 -0.38
F -1.21 -2.82 0.62
*
```

Values from the calculation:
Highest occupied orbital energy   -9.144 eV
LUMO energy   0.730 eV



Short version: arrangement 1 is the most stable of them.



Arrangement 1

Here is 2 unconnected molecules or ions with the total composition C7H10N2O2 from the OMol25 dataset. Energies are from ωB97M-V with the def2-TZVPD basis set.

Geometry as ORCA input:
```
! wB97M-V def2-TZVPD RIJCOSX def2/J DEFGRID3
* xyz 0 1
C -0.39 -3.18 -0.41
C -0.53 -1.76 -0.74
C -0.55 -3.76 0.73
C -2.83 -0.91 2.21
C 0.44 0.79 -1.14
C -0.11 1.15 1.29
C -0.53 0.42 -0.02
N -2.01 -1.77 2.09
N -0.43 -0.98 0.22
O -3.72 -0.24 2.45
O -0.68 -4.41 1.67
H -0.32 -3.95 -1.24
H -0.63 -1.41 -1.72
H 0.11 0.13 -2.04
H 0.38 1.85 -1.57
H 1.52 0.58 -0.73
H 0.98 0.85 1.46
H -0.75 0.86 2.15
H -0.23 2.13 1.02
H -1.55 0.82 -0.30
H -1.08 -1.70 1.51
*
```

Values from the calculation:
Highest occupied orbital energy   -9.349 eV
SMILES   CC(C)/N=C/C=C=O.N=C=O
LUMO energy   0.380 eV



Arrangement 2

Here is C7H10N2O2 in the gas phase from the OMol25 dataset. Energies are from ωB97M-V with the def2-TZVPD basis set.

Geometry as ORCA input:
```
! wB97M-V def2-TZVPD RIJCOSX def2/J DEFGRID3
* xyz 0 1
C -0.58 0.33 0.71
C -2.53 0.40 -1.01
C -1.10 -1.02 1.02
C -3.07 -0.68 -0.51
C -1.26 0.90 -0.66
C -2.21 -1.55 0.47
C 3.58 0.76 0.17
N 1.53 -0.48 -0.03
N 2.76 -0.45 -0.21
O 0.90 0.56 0.66
O 3.44 -1.32 -0.75
H -0.80 1.02 1.51
H -3.03 0.96 -1.84
H -0.49 -1.66 1.69
H -4.08 -1.05 -0.68
H -1.12 2.03 -0.56
H -0.47 0.67 -1.34
H -2.69 -2.47 0.87
H 3.84 1.19 -0.91
H 4.53 0.49 0.73
H 2.87 1.38 0.68
*
```

Values from the calculation:
Highest occupied orbital energy   -8.771 eV
SMILES   C/[N+]([O-])=N\O[C@@H]1C=CC=CC1
LUMO energy   0.711 eV



Short version: arrangement 1 is the most stable of them.



Arrangement 1

Here is C5H10N3P3 in the gas phase from the OMol25 dataset. Energies are from ωB97M-V with the def2-TZVPD basis set.

Geometry as ORCA input:
```
! wB97M-V def2-TZVPD RIJCOSX def2/J DEFGRID3
* xyz 0 1
C -0.83 -1.83 -0.04
C 1.65 1.00 -0.45
C -0.97 -3.22 0.45
C 3.02 0.65 0.01
C 1.18 2.38 -0.05
N -1.65 -0.86 0.18
N 0.73 0.14 -0.76
N -3.08 1.36 -0.02
P 0.81 -1.50 -0.83
P -1.56 0.79 0.37
P -4.41 0.81 -0.69
H -0.40 -3.55 1.31
H -0.74 -3.80 -0.48
H -2.06 -3.37 0.67
H 3.84 0.83 -0.67
H 3.25 -0.38 0.14
H 3.25 1.09 0.95
H 2.01 2.83 0.36
H 0.46 2.09 0.64
H 0.78 2.71 -0.93
H -5.29 1.83 -0.16
*
```

Values from the calculation:
Highest occupied orbital energy (alpha / beta)   -7.364 / -6.710 eV
SMILES   [H]/P=N/P=N/C(C)=P\N=C(C)C
LUMO energy (alpha / beta)   -1.232 / -1.723 eV



Arrangement 2

Here is a molecular structure, C5H10N3P3 from the OMol25 dataset. Energies are from ωB97M-V with the def2-TZVPD basis set.

Geometry as ORCA input:
```
! wB97M-V def2-TZVPD RIJCOSX def2/J DEFGRID3
* xyz 0 1
C -2.20 -0.85 0.18
C 1.38 0.45 -0.31
C -3.36 -1.39 0.91
C 1.86 1.89 -0.46
C 2.37 -0.55 -0.78
N -1.73 -1.57 -0.90
N 0.03 0.16 -0.66
N -0.16 0.60 1.93
P 1.38 0.37 1.67
P -0.41 -1.24 -1.76
P -1.08 0.40 0.55
H -2.92 -2.26 1.48
H -4.16 -1.55 0.12
H -3.72 -0.77 1.64
H 2.39 2.28 0.45
H 1.03 2.59 -0.61
H 2.56 1.98 -1.33
H 2.50 -0.50 -1.91
H 2.09 -1.50 -0.33
H 3.40 -0.35 -0.36
H -1.24 1.84 0.46
*
```

Values from the calculation:
Highest occupied orbital energy   -6.853 eV
LUMO energy   -0.987 eV



Short version: arrangement 2 is the most stable of them.